No. 1
Formula: CCl4OS
Source: the Open Molecules 2025 dataset
Level of theory: ωB97M-V with the def2-TZVPD basis set

Structure (XYZ):
```
7
Properties=species:S:1:pos:R:3
C 0.9499 -0.2956 0.2869
O -0.5202 0.1704 -0.9206
S -1.5908 1.0029 -0.2154
Cl 0.3768 0.1834 1.7138
Cl 1.1691 -2.0311 0.1647
Cl 2.1705 0.6121 -0.4992
Cl -3.3518 -0.1934 0.2021
```

energy above the lowest of the compared OMol25 structures with the same formula, charge and spin: 2.027 eV
HOMO level (spin up / spin down): -8.8 / -8.8 eV
spin multiplicity: 1
LUMO level (spin up / spin down): -0.76 / -0.76 eV
largest force on an atom: 2.9 eV/Å

The computed natural (NBO) charges, all in e, follow:
1. C -0.10
2. O -0.75
3. S 0.72
4. Cl 0.22
5. Cl 0.08
6. Cl 0.11
7. Cl -0.28

No. 2
Formula: CCl6P
Source: the Open Molecules 2025 dataset
Level of theory: ωB97M-V with the def2-TZVPD basis set

Structure (XYZ):
```
8
Properties=species:S:1:pos:R:3
C 1.2659 -0.1262 0.0258
P -0.8842 0.0948 -0.0089
Cl 1.6887 -1.0430 -1.4044
Cl 1.7153 -0.8885 1.4866
Cl 1.4519 1.6355 -0.0995
Cl -1.4657 1.0128 1.5623
Cl -1.4332 0.8753 -1.6473
Cl -2.3386 -1.5607 0.0854
```

energy above the lowest of the compared OMol25 structures with the same formula, charge and spin: 1.382 eV
HOMO level: -15.4 eV
spin multiplicity: 1
LUMO level: -6.12 eV
largest force on an atom: 4.1 eV/Å
charge: +1

The computed natural (NBO) charges, all in e, follow:
1. C -0.33
2. P 1.11
3. Cl 0.16
4. Cl 0.20
5. Cl 0.13
6. Cl -0.06
7. Cl -0.05
8. Cl -0.16

No. 3
Formula: CClF2N
Source: the Open Molecules 2025 dataset
Level of theory: ωB97M-V with the def2-TZVPD basis set

Structure (XYZ):
```
5
Properties=species:S:1:pos:R:3
C -0.3350 0.6919 0.1063
N -1.1439 -0.2584 -0.0811
F -0.6768 1.8967 -0.0055
F -0.5987 -1.4955 -0.0205
Cl 2.7544 -0.8347 0.0008
```

energy above the lowest of the compared OMol25 structures with the same formula, charge and spin: 4.555 eV
HOMO level (spin up / spin down): -10.2 / -10.2 eV
spin multiplicity: 1
LUMO level (spin up / spin down): -4.96 / -4.97 eV
largest force on an atom: 2.1 eV/Å

The computed natural (NBO) charges, all in e, follow:
1. C 0.74
2. N -0.05
3. F -0.22
4. F -0.14
5. Cl -0.33

No. 4
Formula: CClIN2O4
Source: the Open Molecules 2025 dataset
Level of theory: ωB97M-V with the def2-TZVPD basis set

Structure (XYZ):
```
9
Properties=species:S:1:pos:R:3
O -0.1895 0.6521 2.1427
N 0.3097 -0.0047 1.3241
O 1.3203 -0.6902 1.4189
C -0.3702 -0.1011 -0.0773
Cl -0.0330 -2.1297 -0.4210
I -2.4501 0.1205 0.0010
N 0.2949 0.5350 -1.1999
O 1.5052 0.6154 -1.0718
O -0.3874 1.0027 -2.1168
```

energy above the lowest of the compared OMol25 structures with the same formula, charge and spin: 0.725 eV
HOMO level: -10.8 eV
spin multiplicity: 1
LUMO level: -2.44 eV
largest force on an atom: 4.9 eV/Å
SMILES string: O=[N+]([O-])C(Cl)(I)[N+](=O)[O-]

The computed natural (NBO) charges, all in e, follow:
1. O -0.29
2. N 0.49
3. O -0.32
4. C 0.01
5. Cl -0.05
6. I 0.36
7. N 0.41
8. O -0.30
9. O -0.32

No. 5
Formula: CClNO2S
Source: the Open Molecules 2025 dataset
Level of theory: ωB97M-V with the def2-TZVPD basis set

Structure (XYZ):
```
6
Properties=species:S:1:pos:R:3
C -0.3457 1.0840 0.1933
N -0.6614 1.8495 -0.5959
O -0.4628 -1.2364 -2.1056
O 1.0492 -0.0185 2.0500
S -0.0907 -0.3350 1.1756
Cl 0.5114 -1.3436 -0.7175
```

energy above the lowest of the compared OMol25 structures with the same formula, charge and spin: 5.008 eV
HOMO level (spin up / spin down): -10.5 / -10.5 eV
spin multiplicity: 1
LUMO level (spin up / spin down): -2.56 / -2.56 eV
largest force on an atom: 3.4 eV/Å

The computed natural (NBO) charges, all in e, follow:
1. C -0.09
2. N -0.16
3. O -0.63
4. O -0.80
5. S 1.27
6. Cl 0.42

No. 6
Formula: CClNO3P
Source: the Open Molecules 2025 dataset
Level of theory: ωB97M-V with the def2-TZVPD basis set

Structure (XYZ):
```
7
Properties=species:S:1:pos:R:3
C -0.5354 -1.7438 -0.3981
N -0.3090 -2.7953 0.0291
O 1.7334 0.5472 0.4929
O -0.5548 1.3062 1.4997
O -0.8098 -0.6586 -0.9051
P 0.3630 1.0313 0.4018
Cl 0.1125 2.3131 -1.1203
```

energy above the lowest of the compared OMol25 structures with the same formula, charge and spin: 1.615 eV
HOMO level: -5.3 eV
spin multiplicity: 1
LUMO level: 3.08 eV
largest force on an atom: 2.8 eV/Å
charge: -1

The computed natural (NBO) charges, all in e, follow:
1. C 0.57
2. N -0.65
3. O -1.04
4. O -1.05
5. O -0.75
6. P 2.21
7. Cl -0.30

No. 7
Formula: CClNO3P
Source: the Open Molecules 2025 dataset
Level of theory: ωB97M-V with the def2-TZVPD basis set

Structure (XYZ):
```
7
Properties=species:S:1:pos:R:3
C -2.2093 -0.1976 -0.1556
N -3.1720 -0.8330 -0.3400
O 1.4689 -0.0825 -1.4238
O 1.5753 -1.0777 1.0394
O -1.2636 0.5493 0.1358
P 1.5557 -0.0854 0.0071
Cl 2.0451 1.7270 0.7370
```

energy above the lowest of the compared OMol25 structures with the same formula, charge and spin: 2.239 eV
HOMO level: -4.3 eV
spin multiplicity: 1
LUMO level: 2.71 eV
largest force on an atom: 2.0 eV/Å
charge: -1

The computed natural (NBO) charges, all in e, follow:
1. C 0.59
2. N -0.73
3. O -1.00
4. O -1.01
5. O -0.81
6. P 2.25
7. Cl -0.29

No. 8
Formula: CClNO3S2
Source: the Open Molecules 2025 dataset
Level of theory: ωB97M-V with the def2-TZVPD basis set

Structure (XYZ):
```
8
Properties=species:S:1:pos:R:3
C 0.5403 1.5764 0.1606
N -0.1308 0.5213 -0.3496
O 1.4426 1.6476 0.9796
O -0.8404 -1.5971 -1.3653
O 1.7072 -2.2558 0.2599
S -0.2340 2.7982 -0.7478
S -0.2831 -1.0545 -0.1389
Cl -2.2018 -1.6361 1.2016
```

energy above the lowest of the compared OMol25 structures with the same formula, charge and spin: 6.465 eV
HOMO level (spin up / spin down): -0.6 / -0.2 eV
spin multiplicity: 1
LUMO level (spin up / spin down): 5.03 / 5.42 eV
largest force on an atom: 1.7 eV/Å
charge: -2

The computed natural (NBO) charges, all in e, follow:
1. C 0.48
2. N -0.86
3. O -0.64
4. O -0.93
5. O -0.82
6. S -0.24
7. S 1.70
8. Cl -0.69

No. 9
Formula: CClNO5
Source: the Open Molecules 2025 dataset
Level of theory: ωB97M-V with the def2-TZVPD basis set

Structure (XYZ):
```
8
Properties=species:S:1:pos:R:3
O -2.5043 1.5738 0.0194
N -1.7068 0.7279 -0.0772
O -0.5749 0.7345 -0.3890
O -2.2891 -0.5445 0.2094
Cl -1.1518 -1.7758 0.1113
O 3.0481 0.7398 0.5182
C 2.7467 -0.2519 0.0593
O 2.4320 -1.2038 -0.4514
```

energy above the lowest of the compared OMol25 structures with the same formula, charge and spin: 0.003 eV
HOMO level: -11.6 eV
spin multiplicity: 1
LUMO level: -0.53 eV
largest force on an atom: 4.2 eV/Å
SMILES string: O=[N+]([O-])OCl.O=C=O

The computed natural (NBO) charges, all in e, follow:
1. O -0.30
2. N 0.73
3. O -0.33
4. O -0.38
5. Cl 0.29
6. O -0.51
7. C 1.02
8. O -0.51

No. 10
Formula: CClNOS2
Source: the Open Molecules 2025 dataset
Level of theory: ωB97M-V with the def2-TZVPD basis set

Structure (XYZ):
```
6
Properties=species:S:1:pos:R:3
C 1.7787 -0.1228 -0.4237
N 1.4514 0.3014 -1.4759
O -1.9639 1.1495 0.4395
S -2.2312 -1.6002 0.3422
S -1.9521 0.0358 -0.5935
Cl 2.2543 -0.6234 0.9842
```

energy above the lowest of the compared OMol25 structures with the same formula, charge and spin: 0.608 eV
HOMO level: -10.2 eV
spin multiplicity: 1
LUMO level: -2.11 eV
largest force on an atom: 5.8 eV/Å

The computed natural (NBO) charges, all in e, follow:
1. C 0.11
2. N -0.31
3. O -0.80
4. S -0.23
5. S 1.03
6. Cl 0.21

No. 11
Formula: CClNa4O7
Source: the Open Molecules 2025 dataset
Level of theory: ωB97M-V with the def2-TZVPD basis set

Structure (XYZ):
```
13
Properties=species:S:1:pos:R:3
Na 18.7832 -11.3780 -14.3569
Na 15.4436 -11.6542 -15.3298
Na 21.2782 -11.5371 -11.8065
Na 13.9985 -12.3556 -11.2612
Cl 17.3530 -13.3722 -12.1650
O 16.6396 -13.1743 -13.3451
O 16.6912 -12.5821 -11.1993
O 17.2842 -14.7619 -11.5468
O 18.6748 -12.9273 -12.2156
C 13.9080 -14.0555 -16.2216
O 12.6385 -13.9750 -16.5276
O 14.3565 -13.9468 -15.0600
O 14.7491 -14.3365 -17.0405
```

energy above the lowest of the compared OMol25 structures with the same formula, charge and spin: 7.045 eV
HOMO level: -8.0 eV
spin multiplicity: 1
LUMO level: -5.83 eV
largest force on an atom: 8.9 eV/Å
charge: +1

The computed natural (NBO) charges, all in e, follow:
1. Na 0.33
2. Na 0.83
3. Na 0.88
4. Na 0.98
5. Cl 2.57
6. O -0.88
7. O -0.96
8. O -0.78
9. O -0.94
10. C 0.88
11. O -0.61
12. O -0.74
13. O -0.55

No. 12
Formula: CClO2P
Source: the Open Molecules 2025 dataset
Level of theory: ωB97M-V with the def2-TZVPD basis set

Structure (XYZ):
```
5
Properties=species:S:1:pos:R:3
C 0.5237 -1.4919 1.3357
O 1.1933 -1.7093 2.2229
O 0.6869 1.2644 -1.4838
P -0.4118 0.3773 -1.1711
Cl -1.9921 1.5595 -0.9036
```

energy above the lowest of the compared OMol25 structures with the same formula, charge and spin: 0.000 eV
HOMO level: -10.7 eV
spin multiplicity: 1
LUMO level: -0.78 eV
largest force on an atom: 1.5 eV/Å

The computed natural (NBO) charges, all in e, follow:
1. C 0.49
2. O -0.48
3. O -0.99
4. P 1.31
5. Cl -0.33